(1)
Molecular formula: C6H33NO12
Method: DFT, ωB97M-V/def2-TZVPD

XYZ file:
```
52
Properties=species:S:1:pos:R:3:forces:R:3
C -2.115 -1.843 -0.339 -0.014 -0.001 -0.445
O -2.319 -2.022 -1.761 1.114 -0.307 0.311
C -0.837 -2.578 0.032 -0.117 0.124 0.235
C 0.429 -1.973 -0.591 -0.127 -0.376 0.293
C 0.813 -0.652 0.022 0.139 -0.319 -0.367
C 2.031 -0.132 -0.051 0.005 0.105 0.319
N 2.344 1.175 0.376 -0.088 -0.074 -0.384
C 2.618 1.442 1.571 0.480 0.300 0.402
H -2.044 -0.770 -0.144 0.032 -0.015 0.192
H -2.980 -2.240 0.197 0.125 -0.010 0.068
H -3.223 -1.882 -1.989 -1.060 0.160 -0.127
H -0.756 -2.606 1.125 0.010 0.167 -0.071
H -0.950 -3.614 -0.282 -0.013 -0.127 -0.136
H 0.262 -1.905 -1.671 0.081 0.121 0.011
H 1.246 -2.689 -0.458 0.053 0.037 -0.098
H 0.035 -0.119 0.542 -0.192 0.347 0.042
H 2.872 -0.653 -0.495 -0.026 -0.098 -0.149
H 2.730 0.730 2.389 -0.196 -0.301 -0.230
H 2.824 2.476 1.826 -0.001 0.105 -0.016
H 0.567 0.315 -3.692 0.286 -0.177 0.198
H 1.781 -0.281 -2.931 -0.162 0.094 -0.092
O 1.529 0.418 -3.548 0.141 -0.051 -0.213
H 2.195 2.309 -1.234 -0.031 0.115 0.041
H 1.957 1.994 -2.721 -0.030 0.212 0.126
O 1.880 2.722 -2.064 0.410 -0.173 -0.102
H -1.151 2.264 -0.336 -0.272 0.064 0.236
H -1.677 3.265 0.741 -0.158 0.197 0.073
O -1.619 2.321 0.575 0.372 -0.145 -0.444
H 1.340 -3.113 1.930 -0.070 0.043 0.023
H 1.084 -2.053 3.039 -0.217 -0.011 -0.094
O 1.699 -2.758 2.747 0.213 -0.291 0.065
H 4.718 -2.015 2.415 -0.114 0.107 -0.128
H 3.186 -2.019 2.253 0.180 0.055 -0.089
O 4.009 -1.612 1.900 0.086 -0.068 0.149
H -3.488 0.462 2.397 -0.078 -0.039 0.060
H -2.260 1.062 1.680 -0.162 -0.215 0.287
O -2.529 0.423 2.378 0.198 0.178 -0.295
H -0.671 1.420 -2.185 -0.029 0.342 0.181
H 0.311 2.589 -1.904 0.200 0.150 0.102
O -0.642 2.324 -1.799 -0.457 -0.478 -0.117
H -0.268 2.012 1.807 0.194 -0.049 0.313
H -0.476 1.952 3.325 0.147 0.036 -0.104
O 0.214 1.863 2.651 -0.424 0.151 0.031
H -1.969 0.476 -3.352 0.367 -0.254 0.046
H -1.414 -0.838 -2.740 0.041 0.201 -0.130
O -1.131 -0.020 -3.207 -0.641 -0.009 -0.040
H -3.269 1.745 -1.965 0.065 0.090 0.034
H -2.920 2.482 -3.250 -0.051 -0.134 0.148
O -3.347 1.676 -2.923 -0.047 0.114 -0.181
H 0.312 0.059 3.077 -0.011 -0.247 0.143
H -0.937 -0.779 3.202 0.078 -0.072 0.097
O 0.006 -0.804 3.431 -0.228 0.427 -0.172
```
Positions in Å, forces in eV/Å.

Output
**Max |F|**: 1.2 eV/Å
**Energy**: -32818.721 eV
**Net charge**: 0
**HOMO**: -0.3263 Eh
**Structure (SMILES)**: C=N/C=C/CCCO.O.O.O.O.O.O.O.O.O.O.O
**E_LUMO**: -0.017 eV
**Energy relative to the best compared isomer or geometry (same formula, charge and spin)**: 34.2 kcal/mol

=====

(2)
Molecular formula: H2N3O3P
Method: DFT, ωB97M-V/def2-TZVPD

XYZ file:
```
9
Properties=species:S:1:pos:R:3:forces:R:3
N -1.426 -1.346 0.018 -0.706 -1.026 -0.929
N -0.258 -1.583 0.084 -0.007 0.870 0.570
N -2.308 -0.391 -0.246 -1.665 -0.916 -0.540
O 2.118 0.516 -1.339 -0.514 -0.351 -0.365
O 0.818 1.664 0.595 0.647 -0.138 0.647
O 2.782 -0.006 1.017 -0.190 -0.357 1.049
P 1.639 0.182 0.062 -0.861 1.499 -1.116
H -0.070 1.897 0.300 0.198 -0.878 -0.389
H -3.295 -0.933 -0.490 3.099 1.297 1.073
```
Positions in Å, forces in eV/Å.

Output
**Max |F|**: 3.5 eV/Å
**Energy**: -19931.273 eV
**Net charge**: -2
**HOMO (spin up / spin down)**: 0.0698 / 0.0723 Eh
**E_LUMO (spin up / spin down)**: 7.663 / 7.496 eV
**Energy relative to the best compared isomer or geometry (same formula, charge and spin)**: 66.0 kcal/mol

=====

(3)
Molecular formula: C6H11N
Method: DFT, ωB97M-V/def2-TZVPD

XYZ file:
```
18
Properties=species:S:1:pos:R:3:forces:R:3
C -1.603 -0.921 1.350 3.904 -1.036 0.994
N -0.161 -0.263 1.558 -3.440 -1.812 -0.902
C 0.924 -0.464 0.672 3.047 0.250 0.979
C 1.962 -1.350 0.913 -2.291 -0.962 0.337
C -0.379 1.639 -2.214 -0.494 1.150 1.172
C -0.143 0.698 -1.084 0.668 -1.150 -0.882
C 1.050 0.457 -0.497 -1.977 -0.729 -0.215
H -2.205 -0.238 1.904 -1.061 -0.058 0.024
H -1.945 -1.263 0.364 0.245 1.032 -0.012
H -1.385 -1.873 1.867 -1.127 0.288 0.170
H -0.315 0.425 2.298 1.371 -0.173 -1.024
H 2.944 -1.181 0.431 -0.863 -0.598 -0.077
H 1.698 -2.382 1.432 1.069 2.621 -0.417
H 0.526 2.015 -2.658 0.352 -0.092 -0.453
H -0.752 2.472 -1.613 -0.008 0.719 -0.187
H -1.209 1.547 -2.912 0.289 -0.949 -0.175
H -0.991 0.064 -0.779 0.272 1.083 0.223
H 1.984 0.617 -1.032 0.043 0.417 0.445
```
Positions in Å, forces in eV/Å.

Output
**Max |F|**: 4.2 eV/Å
**Energy**: -7886.604 eV
**Net charge**: 0
**HOMO**: -0.2862 Eh
**Structure (SMILES)**: C=C(/C=C/C)NC
**E_LUMO**: 1.006 eV
**Energy relative to the best compared isomer or geometry (same formula, charge and spin)**: 90.6 kcal/mol

=====

(4)
Molecular formula: C4H23NO10
Method: DFT, ωB97M-V/def2-TZVPD

XYZ file:
```
38
Properties=species:S:1:pos:R:3:forces:R:3
O -1.530 0.545 1.952 0.564 0.599 -0.276
C -0.370 0.254 2.152 -0.562 -1.135 -0.219
O 0.050 0.031 3.397 1.236 0.134 -0.226
C 0.721 -0.132 1.124 -0.934 0.431 1.208
C 1.383 -1.446 1.622 0.873 -0.516 -1.385
C 0.581 -2.687 1.237 0.467 0.406 0.567
O 2.668 -1.480 0.983 0.084 -0.065 0.092
N 0.256 -0.296 -0.229 -0.873 0.579 -1.059
H -0.599 0.327 4.024 -0.838 0.237 0.456
H 1.449 0.681 1.177 0.218 -0.186 0.000
H 1.630 -1.514 2.676 -0.338 0.616 0.097
H 0.423 -2.731 0.161 -0.234 -0.029 0.065
H -0.360 -2.688 1.786 -0.166 -0.205 -0.229
H 1.190 -3.536 1.547 -0.203 -0.165 -0.007
H 2.605 -1.950 0.148 -0.016 -0.089 -0.046
H 0.296 0.527 -0.830 0.914 0.456 0.601
H -0.752 -0.450 -0.342 0.078 -0.963 0.870
H 1.806 -0.770 -1.413 -0.456 0.488 -0.059
H 1.780 -0.285 -2.915 -0.271 0.167 0.273
O 2.270 -0.785 -2.259 0.881 -0.488 -0.290
H -2.510 1.065 0.575 0.081 -0.583 0.102
H -4.019 1.010 0.380 -0.048 0.028 -0.128
O -3.191 0.903 -0.104 -0.620 0.925 0.097
H 1.322 2.923 -1.284 0.282 -0.189 0.256
H 2.374 1.826 -1.708 0.129 0.178 0.325
O 1.554 2.267 -1.944 -0.452 -0.287 -0.613
H -1.245 2.183 -1.822 0.858 0.525 -0.183
H -2.258 2.352 -0.865 -0.129 0.592 0.661
O -1.400 2.771 -1.066 -0.525 -0.938 -0.589
H -0.273 -2.046 -3.406 0.228 -0.059 0.029
H 0.201 -1.790 -1.943 0.295 0.036 -0.040
O -0.568 -1.913 -2.503 -0.445 -0.041 -0.388
H -2.082 -1.471 -1.597 0.031 -0.581 0.028
H -3.129 -0.773 -0.761 0.228 -0.301 0.393
O -2.564 -1.564 -0.760 -0.190 0.305 -0.361
H 0.932 4.088 0.349 -0.822 0.162 -0.185
H 0.294 3.015 1.344 -0.406 0.369 -0.626
O 1.064 3.539 1.114 1.081 -0.416 0.788
```
Positions in Å, forces in eV/Å.

Output
**Max |F|**: 1.7 eV/Å
**Energy**: -26486.993 eV
**Net charge**: 0
**HOMO**: -0.3761 Eh
**Structure (SMILES)**: C[C@@H](O)[C@@H](N)C(=O)O.O.O.O.O.O.O.O
**E_LUMO**: 0.234 eV
**Energy relative to the best compared isomer or geometry (same formula, charge and spin)**: 31.9 kcal/mol

=====

(5)
Molecular formula: C20H49BrClN2O11P
Method: DFT, ωB97M-V/def2-TZVPD

XYZ file:
```
85
Properties=species:S:1:pos:R:3:forces:R:3
N -1.213 -0.566 0.216 -0.017 0.229 -0.390
C -1.244 0.840 0.320 -0.163 -0.006 -0.169
O -1.397 1.385 1.387 0.173 0.085 0.318
C -1.071 1.617 -0.969 -0.159 -0.010 -0.259
C -1.060 3.144 -0.850 0.271 0.055 0.114
C -2.197 3.974 -1.471 -0.240 0.262 -0.015
Cl -2.348 3.486 -3.173 -0.103 -0.084 -0.141
N -1.812 5.389 -1.453 0.450 -0.586 0.227
C -2.077 5.936 -0.231 0.124 -0.022 -0.240
O -1.450 6.837 0.277 -0.170 0.526 0.200
C -3.221 5.181 0.368 -0.377 -0.320 0.135
C -3.536 4.037 -0.634 0.282 0.099 0.282
Br -5.014 4.630 -1.756 -0.104 0.072 -0.133
C -4.008 2.822 0.164 -0.065 0.174 0.095
P -4.655 1.366 -0.702 0.083 -0.005 -0.241
O -4.209 1.179 -2.084 -0.056 -0.112 0.262
O -4.269 0.117 0.232 0.028 0.111 0.225
O -6.238 1.490 -0.497 -0.049 -0.182 0.119
H -0.256 -0.919 0.311 -0.151 -0.308 0.433
H -1.550 -0.840 -0.703 0.229 -0.032 -0.045
H -1.812 1.275 -1.704 0.033 0.005 0.127
H -0.104 1.284 -1.363 -0.133 0.025 -0.009
H -0.167 3.494 -1.379 -0.097 0.049 0.162
H -0.937 3.445 0.198 -0.072 -0.094 -0.087
H -0.899 5.623 -1.835 -0.216 0.127 -0.195
H -4.095 5.814 0.523 0.163 0.042 0.020
H -2.916 4.805 1.351 0.012 -0.079 -0.153
H -4.847 3.175 0.776 0.153 -0.044 0.001
H -3.216 2.527 0.863 -0.024 -0.067 -0.188
H -4.042 0.335 1.150 0.039 -0.112 -0.203
H -6.626 0.701 -0.091 0.068 0.177 -0.178
C -1.450 10.366 -2.331 0.061 -0.014 0.047
C -1.249 8.974 -2.899 0.000 -0.048 -0.012
O -0.436 8.160 -2.067 -0.062 0.061 -0.045
H -0.488 10.856 -2.180 -0.005 0.008 -0.010
H -2.054 10.980 -3.001 -0.009 -0.010 -0.008
H -1.959 10.317 -1.365 -0.019 0.005 -0.009
H -0.734 9.025 -3.859 -0.023 0.009 -0.023
H -2.219 8.492 -3.070 -0.004 0.002 -0.029
H -0.871 8.078 -1.206 0.161 -0.139 0.094
C -1.561 2.136 4.799 -0.096 -0.042 -0.060
C -2.630 3.050 5.364 -0.008 -0.037 0.033
O -3.921 2.441 5.367 0.030 -0.033 -0.011
H -1.818 1.830 3.786 0.053 -0.001 -0.007
H -0.592 2.636 4.772 0.004 0.012 0.020
H -1.459 1.234 5.408 0.022 0.025 0.031
H -2.737 3.943 4.748 0.014 0.021 0.007
H -2.367 3.376 6.376 0.000 0.030 -0.010
H -3.873 1.651 5.915 -0.016 0.024 -0.025
C 2.448 -4.524 0.500 -0.041 0.073 -0.036
C 1.504 -3.546 1.171 -0.070 -0.041 -0.040
O 1.120 -2.486 0.300 0.145 0.264 -0.153
H 3.344 -4.021 0.139 -0.030 -0.032 0.039
H 2.744 -5.313 1.195 -0.008 -0.009 0.000
H 1.959 -4.993 -0.358 -0.013 -0.034 0.028
H 1.985 -3.066 2.023 -0.006 -0.007 0.018
H 0.610 -4.064 1.535 0.012 0.007 0.040
H 0.654 -2.868 -0.456 -0.118 -0.163 0.160
C 7.210 -4.711 0.319 -0.049 0.059 0.028
C 6.249 -5.055 -0.803 0.024 0.128 -0.045
O 5.304 -4.012 -1.044 0.132 0.034 -0.058
H 6.657 -4.509 1.237 0.007 -0.022 0.007
H 7.901 -5.535 0.502 -0.004 -0.013 -0.010
H 7.796 -3.822 0.075 0.024 -0.019 -0.009
H 5.668 -5.932 -0.536 -0.008 0.035 -0.025
H 6.802 -5.274 -1.723 -0.004 -0.047 0.008
H 5.788 -3.216 -1.290 -0.017 -0.024 0.010
C 6.675 -10.065 0.759 0.023 0.066 -0.059
C 5.757 -9.006 1.337 -0.026 -0.007 -0.029
O 5.439 -7.986 0.393 -0.007 -0.168 0.006
H 7.598 -9.611 0.396 0.006 -0.007 0.013
H 6.926 -10.814 1.510 -0.010 -0.004 0.011
H 6.197 -10.576 -0.080 -0.007 -0.021 0.016
H 6.240 -8.489 2.166 -0.007 -0.007 0.022
H 4.839 -9.465 1.718 0.006 0.014 0.040
H 4.991 -8.400 -0.353 0.005 0.038 0.018
C -2.046 -2.666 -3.063 0.026 0.025 0.106
C -1.407 -3.908 -2.473 -0.067 0.034 -0.019
O -1.033 -3.725 -1.106 -0.021 0.016 -0.113
H -1.366 -1.815 -2.993 0.014 -0.002 -0.040
H -2.298 -2.817 -4.112 -0.005 -0.006 -0.006
H -2.965 -2.408 -2.530 -0.015 -0.003 -0.026
H -0.482 -4.153 -2.995 0.005 -0.018 -0.002
H -2.079 -4.767 -2.562 0.017 -0.011 -0.015
H -1.825 -3.514 -0.597 0.068 0.024 0.051
```
Positions in Å, forces in eV/Å.

Output
**Max |F|**: 0.8 eV/Å
**Energy**: -138893.914 eV
**Net charge**: 0
**HOMO**: -0.3597 Eh
**Structure (SMILES)**: NC(=O)CC[C@]1(Cl)NC(=O)C[C@]1(Br)CP(=O)(O)O.CCO.CCO.CCO.CCO.CCO.CCO
**E_LUMO**: 0.319 eV

=====

(6)
Molecular formula: CH3I2O2P
Method: DFT, ωB97M-V/def2-TZVPD

XYZ file:
```
9
Properties=species:S:1:pos:R:3:forces:R:3
C 0.989 0.020 -0.304 -0.742 0.621 -3.685
O 1.414 0.430 0.896 -0.424 3.155 -0.342
O -0.238 -0.682 -0.165 -0.181 -0.408 -0.149
P -1.403 0.008 0.775 0.189 -0.557 -0.190
I -3.152 -1.666 0.300 0.205 0.172 0.023
I -2.040 1.828 -0.707 -0.229 0.393 -0.191
H 1.874 -0.251 1.286 1.692 -2.356 1.644
H 0.876 0.811 -1.106 -0.704 0.504 1.762
H 1.680 -0.499 -0.976 0.194 -1.524 1.129
```
Positions in Å, forces in eV/Å.

Output
**Max |F|**: 3.8 eV/Å
**Energy**: -30671.211 eV
**Net charge**: 0
**HOMO**: -0.3341 Eh
**Structure (SMILES)**: OCOP(I)I
**E_LUMO**: -0.221 eV
**Energy relative to the best compared isomer or geometry (same formula, charge and spin)**: 29.6 kcal/mol

=====

> Which formula does entry 5 have?

C20H49BrClN2O11P

=====

> Which formula does entry 5 have?

C20H49BrClN2O11P